Formula: C8H24LiO4S3
Source: OMol25
Level of theory: ωB97M-V/def2-TZVPD

Element x y z (Å)
Li 0.46930 -0.60007 -0.45610
C 0.43736 -0.21124 -3.63630
C 1.57643 0.65945 -3.17373
O 1.71489 0.45181 -1.80269
H 0.33332 -0.35552 -4.72652
H -0.63008 0.24237 -3.58369
H 0.46283 -1.29978 -3.31304
H 1.22951 1.78978 -3.31183
H 2.48786 0.51409 -3.71351
H 2.63016 0.95530 -1.66183
C -0.15894 1.77806 3.22031
S 1.07637 1.80453 1.86570
O 0.78207 0.55460 1.05814
C 0.49012 3.07209 0.91819
H -1.27511 1.64165 2.80320
H -0.30025 2.73531 3.89508
H 0.07877 0.95718 3.65732
H 0.57592 3.97401 1.26613
H -0.58993 3.10541 0.65396
H 0.95567 2.95921 -0.07252
C 0.61573 -2.35353 2.70343
S 0.93849 -3.27911 1.20749
O 1.17711 -2.26344 0.05242
C 2.38566 -4.11062 1.59349
H -0.33717 -1.67759 2.56783
H 1.39649 -1.48892 2.87100
H 0.41743 -3.01970 3.65073
H 3.15235 -3.29138 1.85721
H 2.69161 -4.61782 0.58107
H 2.22291 -5.01635 2.22851
C -2.60399 0.35253 -2.17555
S -2.16317 -0.21543 -0.55043
O -0.79619 0.36029 -0.40265
C -3.19602 1.00488 0.26423
H -3.53647 0.20115 -2.61209
H -1.96030 -0.28202 -2.88350
H -2.50183 1.42558 -2.32052
H -2.94566 0.88170 1.31938
H -4.30560 0.72007 0.07093
H -2.99765 1.94151 0.09073

- total charge = +1
- ΔE to the lowest compared entry with this formula, charge and spin (eV) = 0.187
- LUMO level (eV) = -2.00
- spin multiplicity = 1
- orbital gap (eV) = 9.76